(1)
The following is a quantum chemistry calculation of a structure of composition C47H45AsCl2CrN2O9P, from the OMol25 dataset.

```
108
Properties=species:S:1:pos:R:3:forces:R:3
Cr -0.474 0.291 0.623 -0.31 -0.04 0.21
O -6.616 -0.558 0.545 0.17 0.03 0.27
C -5.280 -0.343 0.552 1.74 0.14 -0.63
C -4.485 -0.314 -0.615 -0.89 -0.15 -0.14
C -3.131 -0.125 -0.537 0.29 -0.02 -0.97
N -2.495 0.052 0.598 0.03 -0.04 0.34
C -3.188 0.068 1.718 -0.45 0.15 0.42
C -4.563 -0.125 1.733 -0.41 -0.08 0.61
C -2.311 0.396 2.934 -0.83 -0.02 0.48
O -2.856 0.519 4.034 0.60 -0.10 -0.69
O -1.083 0.528 2.616 0.44 0.12 0.06
C -2.176 -0.053 -1.732 -0.44 -0.06 -0.26
O -2.587 -0.289 -2.860 -0.15 0.01 0.07
O -0.993 0.272 -1.392 0.61 0.05 0.23
H -6.912 -0.829 -0.334 0.21 0.13 0.04
H -4.878 -0.415 -1.618 -0.23 -0.10 -0.04
H -5.034 -0.116 2.705 -0.18 0.05 0.04
Cl 0.299 -4.887 3.880 0.12 0.38 -0.13
C 0.050 -3.126 4.182 -0.51 -0.52 0.81
Cl 0.416 -2.080 2.854 0.19 -0.21 -0.27
H 0.655 -2.864 5.050 0.01 -0.02 -0.25
H -1.007 -3.033 4.428 0.14 0.09 -0.06
C 3.278 -1.926 -1.533 0.12 -0.19 0.40
C 2.365 -3.138 -1.217 0.25 -0.06 -0.06
C 2.849 -4.307 -2.068 0.56 -0.08 -0.30
C 2.515 -3.495 0.265 -0.21 0.90 0.41
P 0.585 -2.544 -1.481 -0.06 0.08 0.33
C 0.656 -2.136 -3.253 0.22 -0.16 -0.17
C 0.635 -3.076 -4.283 -0.16 -0.04 -0.28
C 0.717 -2.667 -5.610 0.04 -0.25 -0.21
C 0.878 -1.322 -5.920 -0.05 -0.09 0.04
C 0.983 -0.394 -4.906 -0.23 0.11 0.19
C 0.850 -0.796 -3.583 0.01 0.39 0.13
C -0.645 -4.000 -1.303 0.12 0.25 -0.17
C -1.141 -3.871 0.137 -0.24 -0.48 0.29
C -1.850 -3.828 -2.240 0.02 -0.57 -0.27
C -0.108 -5.404 -1.484 0.32 -0.61 0.09
H 4.334 -2.181 -1.258 -0.79 0.20 -0.22
H 2.966 -1.037 -0.974 0.10 -0.09 0.03
H 3.230 -1.666 -2.592 0.15 -0.10 0.00
H 3.928 -4.444 -1.886 -0.21 -0.02 0.05
H 2.761 -4.128 -3.146 -0.14 0.09 0.17
H 2.357 -5.247 -1.837 0.05 -0.01 0.06
H 3.546 -3.743 0.527 0.12 -0.01 -0.16
H 1.893 -4.327 0.562 -0.19 -0.35 0.03
H 2.209 -2.640 0.902 0.23 -0.38 -0.37
H 0.520 -4.137 -4.062 0.04 0.26 -0.05
H 0.664 -3.405 -6.410 -0.02 0.13 0.17
H 0.887 -0.964 -6.937 0.11 -0.19 -0.27
H 1.094 0.657 -5.158 0.05 -0.08 0.14
H 0.859 -0.042 -2.799 0.00 -0.22 -0.07
H -1.571 -2.893 0.330 -0.11 0.18 0.02
H -0.365 -4.048 0.884 0.13 0.14 -0.15
H -1.908 -4.635 0.332 -0.02 0.12 -0.09
H -2.235 -2.822 -2.246 -0.22 0.51 0.07
H -2.654 -4.518 -1.894 0.44 0.40 -0.25
H -1.604 -4.070 -3.291 -0.11 0.02 0.52
H 0.618 -5.632 -0.698 -0.15 -0.13 -0.06
H 0.407 -5.571 -2.435 -0.29 0.07 0.03
H -0.936 -6.132 -1.409 0.25 0.21 0.01
C 1.724 7.455 -2.273 -0.39 -0.37 0.01
C 1.642 7.199 -0.913 0.02 -0.58 0.06
C 1.255 5.930 -0.453 -0.09 0.06 -0.17
C 0.915 4.899 -1.337 -0.13 0.42 -0.12
C 0.956 5.192 -2.704 0.36 -0.22 -0.13
C 1.371 6.435 -3.159 -0.04 0.28 0.28
As 0.362 3.042 -0.855 0.56 0.67 -0.26
C -1.531 3.265 -1.199 0.16 -0.36 0.18
C -2.160 3.022 -2.406 0.34 0.15 -0.35
C -3.540 3.058 -2.460 0.17 -0.18 0.48
C -4.292 3.265 -1.305 -0.09 0.06 -0.06
C -3.662 3.426 -0.077 0.48 0.36 -0.10
C -2.265 3.430 -0.023 -0.38 0.23 -0.11
C -1.455 3.576 1.202 0.31 -0.30 -0.04
C -1.901 3.802 2.491 -0.09 0.05 0.21
C -1.018 3.858 3.561 0.16 0.33 0.21
C 0.352 3.735 3.349 -0.62 -0.40 -0.80
C 0.801 3.466 2.051 0.90 0.02 0.67
C -0.075 3.383 1.006 -0.70 0.16 -0.59
H 1.993 8.433 -2.657 0.11 -0.07 0.10
H 1.898 7.960 -0.187 -0.03 0.05 -0.01
H 1.189 5.774 0.616 0.05 -0.10 0.02
H 0.721 4.427 -3.451 -0.02 0.15 0.30
H 1.409 6.639 -4.214 -0.01 -0.05 -0.34
H -1.567 2.782 -3.301 -0.36 0.11 0.43
H -4.020 2.829 -3.382 -0.42 0.00 -0.57
H -5.373 3.298 -1.408 0.08 -0.06 0.25
H -4.182 3.617 0.850 -0.42 -0.16 -0.04
H -2.939 3.938 2.730 -0.42 -0.05 -0.18
H -1.454 4.030 4.549 0.40 -0.12 -0.23
H 1.066 3.739 4.141 0.25 0.14 0.55
H 1.863 3.287 1.863 -0.22 0.12 0.14
O 3.496 1.442 0.886 0.49 0.39 -0.72
C 2.595 0.755 1.320 -0.11 0.06 1.04
O 1.516 0.418 0.746 -0.82 -0.23 -0.65
C 2.754 0.251 2.728 0.61 -0.86 0.58
C 3.804 -0.643 2.995 -0.39 0.24 -0.34
C 3.984 -1.169 4.256 0.18 0.17 0.23
C 3.132 -0.733 5.260 -0.01 -0.74 1.01
C 2.081 0.129 5.043 0.30 -0.05 -0.22
C 1.887 0.599 3.752 0.17 0.17 -0.18
N 3.299 -1.340 6.653 -0.09 0.72 -1.52
O 4.200 -2.134 6.777 0.36 -0.40 0.35
O 2.534 -1.009 7.530 -0.15 0.09 0.11
H 4.428 -0.956 2.169 0.18 0.04 0.04
H 4.789 -1.857 4.484 -0.17 0.00 -0.04
H 1.456 0.401 5.870 -0.35 0.11 0.15
H 1.049 1.217 3.499 -0.38 0.19 0.18
```
Forces are in eV/Å.

Properties
- expectation value of S² = 6.01
- HOMO (spin up / spin down) (eV) = -5.67 / -5.85
- 2S+1 = 5
- charge = -1
- Kohn-Sham gap (spin up / spin down) (eV) = 7.60 / 7.79
- relative energy (zero: lowest compared OMol25 entry of this formula, charge and spin) (eV) = 0.0000

***

(2)
The following is a quantum chemistry calculation of a structure of composition C47H45FeGeNOS4Si, from the OMol25 dataset.

```
101
Properties=species:S:1:pos:R:3:forces:R:3
Fe -0.186 -0.214 0.382 -0.63 1.21 0.31
S 1.688 -0.830 1.593 0.10 0.16 -0.01
C 2.868 0.303 0.983 0.11 -0.04 0.01
C 4.065 0.529 1.692 -0.01 0.04 -0.09
C 5.006 1.449 1.260 -0.10 -0.12 0.04
C 4.801 2.189 0.094 0.08 -0.03 0.06
C 3.650 1.968 -0.634 -0.16 -0.10 -0.10
C 2.702 1.029 -0.205 0.32 0.26 -0.14
S 1.225 0.910 -1.170 -0.48 -0.78 0.43
C 1.398 -0.634 -2.166 0.18 0.15 0.16
C 1.114 -1.874 -1.353 0.55 0.33 -0.59
C 2.055 -2.883 -1.208 0.11 0.33 -0.57
C 1.763 -3.936 -0.378 0.30 -0.44 0.10
C 0.582 -3.920 0.329 -0.67 -0.13 0.30
C -0.316 -2.879 0.119 -0.54 -0.88 0.23
C -1.626 -2.803 0.876 0.16 0.16 0.25
S -1.640 -1.307 1.961 0.56 0.12 -0.76
C -3.203 -0.548 1.556 -0.14 -0.03 0.12
C -4.214 -0.640 2.507 -0.03 0.00 -0.01
C -5.429 0.005 2.308 -0.01 -0.02 0.03
C -5.633 0.756 1.158 0.00 -0.04 0.05
C -4.627 0.858 0.207 0.05 0.04 -0.05
C -3.413 0.205 0.395 -0.15 -0.05 0.07
S -2.143 0.405 -0.829 0.33 -0.38 0.35
N -0.075 -1.904 -0.754 0.62 -0.22 0.41
H 4.222 -0.029 2.609 0.01 0.06 -0.05
H 5.910 1.599 1.843 -0.10 0.00 -0.04
H 5.526 2.926 -0.234 -0.06 -0.08 0.04
H 3.460 2.532 -1.546 0.00 -0.10 0.16
H 2.383 -0.666 -2.627 -0.02 -0.02 -0.04
H 0.638 -0.499 -2.937 0.03 -0.11 -0.07
H 3.011 -2.813 -1.717 -0.14 0.01 0.04
H 2.471 -4.750 -0.250 -0.08 0.16 0.04
H 0.349 -4.696 1.052 0.01 0.11 -0.12
H -1.779 -3.692 1.483 -0.02 -0.05 -0.01
H -2.474 -2.680 0.211 0.07 -0.12 -0.13
H -4.033 -1.206 3.415 0.00 0.09 -0.05
H -6.206 -0.067 3.063 0.11 0.01 -0.11
H -6.576 1.267 1.000 0.09 0.00 0.01
H -4.767 1.460 -0.687 0.00 -0.06 0.11
Ge -2.627 -1.221 -2.362 -0.74 0.99 -0.60
C -4.436 -0.631 -2.812 -0.14 0.20 -0.06
C -4.556 0.454 -3.691 -0.13 -0.10 0.10
C -5.798 1.011 -3.975 0.02 -0.10 0.05
C -6.945 0.495 -3.376 0.11 -0.03 0.01
C -6.842 -0.574 -2.494 0.11 0.03 -0.06
C -5.596 -1.128 -2.212 0.01 0.05 -0.13
C -2.553 -3.142 -2.352 0.37 -0.32 0.42
C -1.502 -3.730 -3.059 -0.09 -0.17 -0.01
C -1.416 -5.113 -3.174 -0.02 0.08 0.01
C -2.371 -5.920 -2.567 -0.07 0.08 0.06
C -3.408 -5.342 -1.839 0.10 0.06 -0.06
C -3.500 -3.958 -1.732 0.06 -0.23 -0.16
H -1.740 -0.738 -3.524 0.16 -0.06 0.11
H -3.666 0.874 -4.155 -0.09 -0.03 0.04
H -5.874 1.846 -4.663 0.01 -0.06 0.06
H -7.915 0.925 -3.599 0.06 -0.02 0.02
H -7.730 -0.973 -2.019 0.04 0.01 -0.02
H -5.544 -1.953 -1.508 -0.03 0.11 -0.05
H -0.745 -3.106 -3.531 -0.10 -0.08 0.06
H -0.602 -5.557 -3.735 -0.06 0.01 0.04
H -2.309 -6.999 -2.660 0.00 0.10 0.03
H -4.148 -5.969 -1.355 0.03 0.02 -0.04
H -4.320 -3.529 -1.164 0.10 -0.05 -0.03
C 1.567 3.028 3.663 0.12 -0.01 -0.07
C 0.470 3.760 2.877 0.07 0.27 0.16
C -0.144 4.862 3.758 0.11 0.06 0.01
C 1.088 4.389 1.619 0.05 0.00 -0.08
Si -0.882 2.557 2.347 0.17 -0.73 -0.47
O -0.302 1.413 1.390 -0.23 0.77 0.21
C -1.577 1.729 3.908 -0.37 -0.02 0.22
C -2.818 1.980 4.521 0.22 -0.11 -0.01
C -3.229 1.285 5.658 0.08 0.01 -0.10
C -2.405 0.311 6.211 0.10 -0.04 -0.05
C -1.172 0.036 5.620 -0.08 0.07 -0.02
C -0.767 0.734 4.485 -0.15 0.01 -0.02
C -2.166 3.598 1.403 -0.35 0.20 0.10
C -3.251 4.300 1.961 0.09 -0.07 -0.23
C -4.125 5.048 1.171 0.17 -0.11 0.07
C -3.925 5.128 -0.202 0.08 -0.06 -0.01
C -2.839 4.474 -0.776 0.03 -0.07 0.08
C -1.974 3.724 0.019 -0.15 0.03 0.05
H 2.390 3.722 3.896 -0.13 -0.10 -0.03
H 1.984 2.191 3.085 -0.08 0.14 0.09
H 1.189 2.630 4.611 0.04 0.06 -0.10
H 0.630 5.585 4.065 -0.13 -0.13 -0.04
H -0.589 4.444 4.672 0.07 0.06 -0.13
H -0.924 5.420 3.224 0.12 -0.07 0.07
H 1.919 5.057 1.895 -0.13 -0.09 -0.04
H 0.352 4.983 1.059 0.13 -0.09 0.11
H 1.485 3.617 0.943 -0.06 0.14 0.15
H -3.492 2.720 4.099 0.09 -0.16 0.10
H -4.192 1.505 6.114 0.12 -0.03 -0.08
H -2.722 -0.235 7.096 0.06 0.08 -0.11
H -0.525 -0.729 6.042 -0.08 0.08 -0.05
H 0.185 0.483 4.015 -0.16 0.03 0.07
H -3.422 4.272 3.033 0.04 0.09 -0.17
H -4.953 5.579 1.631 0.06 -0.06 -0.03
H -4.603 5.707 -0.820 0.05 -0.03 0.04
H -2.663 4.549 -1.846 -0.02 -0.01 0.11
H -1.123 3.224 -0.436 -0.09 0.00 0.01
```
Forces are in eV/Å.

Properties
- HOMO (spin up / spin down) (eV) = -6.81 / -6.81
- 2S+1 = 1
- Kohn-Sham gap (spin up / spin down) (eV) = 6.51 / 6.52
- relative energy (zero: lowest compared OMol25 entry of this formula, charge and spin) (eV) = 0.7117